[1]
Below is C35H31BF2IrN4O2 as an isolated structure, with properties calculated with wB97M-V/def2-TZVPD.

net charge = +2
expectation value of S² = 0.7539
spin multiplicity = 2
HOMO-LUMO gap (spin up / spin down) = 7.3 / 6.8 eV

Cartesian coordinates (Å):
C: 0.630 -3.388 2.397
C: -2.605 -0.804 3.230
C: -3.287 -0.070 4.228
O: 1.181 0.530 0.680
H: 4.805 2.671 2.283
C: 1.084 -3.731 1.130
H: -1.677 -3.903 2.222
F: 0.952 0.860 -3.329
C: -2.218 3.449 -4.923
C: -1.451 2.226 -3.009
C: -0.710 -2.138 -1.873
H: 4.616 -2.508 -0.456
C: 4.200 -1.510 -0.598
C: 2.061 -1.450 2.360
F: 1.773 -0.867 -2.139
H: -3.954 -2.942 -2.293
C: 2.542 1.883 -0.743
C: 2.229 1.255 0.488
H: -2.541 3.073 3.223
C: 2.031 -2.953 0.484
H: 0.726 -4.634 0.651
C: -1.953 -0.243 -2.769
H: -0.613 -2.543 0.481
C: -1.527 3.410 -3.724
C: -0.717 -0.785 -2.300
H: -0.076 -4.018 2.921
H: 0.233 -2.561 -1.547
C: -2.050 1.064 -3.464
C: -3.288 1.296 4.209
H: -0.164 2.032 1.555
B: 0.708 -0.224 -2.601
C: -1.933 1.292 2.231
C: 2.555 -1.819 1.101
C: -1.203 -2.057 1.235
H: 1.984 1.600 -1.624
H: -3.028 -2.786 3.996
H: -1.119 3.016 -1.206
N: -1.320 -0.751 1.150
Ir: -0.847 0.594 -0.387
H: 2.750 -0.622 4.086
H: -3.811 1.854 4.972
N: -0.728 2.238 -1.733
C: 3.588 2.765 -0.858
H: -1.485 2.841 0.989
H: -3.367 2.315 -6.336
C: 3.145 1.494 1.567
H: 5.002 -0.799 -0.768
H: 3.795 3.212 -1.823
N: -1.118 1.917 1.201
C: -1.842 -2.918 -1.898
H: -1.050 4.305 -3.341
C: -1.800 -2.830 2.250
H: -1.800 -3.959 -1.604
C: -3.107 -1.027 -2.701
H: -2.276 4.373 -5.482
H: -3.805 -0.609 5.011
N: 2.624 -0.379 3.113
H: 0.230 2.523 -1.928
O: 3.543 -1.067 0.593
C: 4.398 3.100 0.242
C: -2.530 -2.218 3.221
H: 5.198 3.818 0.137
H: 3.516 -1.500 -1.446
H: -4.052 -0.602 -3.010
H: 0.781 -1.961 3.992
C: 3.149 0.781 2.777
C: -2.579 1.990 3.206
C: 4.170 2.467 1.429
C: -2.747 1.122 -4.675
C: -1.958 -0.111 2.194
C: 1.118 -2.242 3.000
H: -3.201 0.221 -5.066
C: -3.049 -2.347 -2.292
C: -2.830 2.298 -5.398
H: 2.397 -3.250 -0.488
H: 3.695 1.239 3.597

Cartesian forces (eV/Å) of the 3 atoms listed first:
1.2764 -0.5395 0.4488
0.0301 0.1226 0.0579
0.0504 -0.0512 -0.0468


[2]
Below is C35H31ClIMoN6OSi as an isolated structure, with properties calculated with wB97M-V/def2-TZVPD.

net charge = +1
expectation value of S² = 2.1812
spin multiplicity = 3
HOMO-LUMO gap (spin up / spin down) = 5.9 / 6.0 eV

Cartesian coordinates (Å):
C: -3.789 0.924 4.352
H: -1.035 -5.833 -2.817
N: 0.240 1.472 0.587
C: -2.935 0.143 5.071
C: 1.277 -3.408 -2.290
C: -1.416 -0.502 -4.982
H: 3.941 -0.149 2.745
I: 1.193 -3.326 1.834
C: -3.652 0.969 2.949
C: -1.425 -3.898 -1.973
C: -0.896 -1.197 2.256
H: 2.340 -3.255 -2.392
C: 0.738 -4.628 -2.667
C: 3.004 -1.047 -3.735
N: -1.890 1.512 -0.783
Si: 2.647 -0.598 -1.947
C: -1.909 2.395 0.255
H: 1.391 -5.387 -3.078
H: 0.251 3.146 2.777
C: -0.621 3.195 2.141
H: 2.192 -0.838 -4.433
N: 1.003 -1.116 -1.403
H: 1.719 1.738 -1.707
C: -0.160 -2.238 4.312
C: -2.353 0.823 -2.800
H: -4.337 1.570 2.361
H: -3.276 0.014 -5.937
H: 3.356 1.617 -1.073
Cl: -1.094 -1.676 6.752
H: 1.717 3.669 0.533
C: -2.679 0.080 -5.037
C: 3.913 -1.430 -0.870
C: 0.478 -2.405 -1.738
N: -1.139 0.230 -2.724
C: 1.555 1.612 1.126
C: 4.112 1.911 2.167
C: -0.692 -0.415 -3.814
C: -2.930 3.323 0.523
H: -0.997 -1.024 -5.829
H: -4.570 1.495 4.835
H: 0.278 -0.877 -3.727
C: 3.460 0.692 2.261
C: 2.693 1.270 -1.865
C: 2.208 2.840 1.029
N: -2.732 0.319 2.285
C: -0.097 -2.098 2.910
C: 2.180 0.542 1.742
H: 0.491 -2.940 4.813
N: -2.758 1.588 -1.725
C: -3.155 0.755 -3.934
H: -3.012 0.070 6.147
H: 3.080 1.648 -2.813
C: 3.480 2.986 1.552
H: -3.803 3.347 -0.114
H: 3.878 -2.515 -0.984
H: -3.564 4.869 1.840
H: -1.592 -1.983 -1.140
H: 3.766 -1.198 0.183
Mo: -0.391 -0.030 -0.593
H: 5.107 2.028 2.574
C: -1.875 -0.461 2.990
H: 4.915 -1.100 -1.155
H: -1.561 4.710 3.284
H: -2.484 -4.073 -1.835
H: 1.665 -0.405 1.826
C: -2.790 4.153 1.599
C: -0.617 -4.881 -2.520
C: -1.044 -1.494 5.032
C: -1.640 4.067 2.416
C: -1.944 -0.601 4.392
H: 3.985 3.940 1.472
H: 3.843 -0.414 -4.039
C: -0.885 -2.681 -1.588
C: -0.724 2.343 1.019
O: -0.834 -1.051 0.922
H: -4.116 1.248 -3.918
H: 3.316 -2.079 -3.885

Cartesian forces (eV/Å) of the 3 atoms listed first:
-0.0022 0.0036 -0.0146
0.0010 -0.0005 -0.0012
0.1121 -0.1199 0.0223


| no. | largest force on an atom (eV/Å) |
| --- | --- |
| 1 | 1.46 |
| 2 | 0.31 |